No. 1
Here is C36H36F9N2Sb2V as an isolated structure from the Open Molecules 2025 dataset. Energies are from ωB97M-V/def2-TZVPD.

The LUMO energy comes out at -0.49558 Eh. Its total charge is +4. As for the gap between HOMO and LUMO: 5.3036 eV.

Positions of all 86 atoms, in Å:
V 0.091 -0.265 -1.703
C 6.605 -1.961 -3.400
C 6.358 -0.768 -2.452
C 6.976 0.495 -3.049
C 6.995 -1.055 -1.077
C 4.870 -0.638 -2.259
C 4.116 -1.694 -1.721
C 2.763 -1.594 -1.561
N 2.077 -0.473 -1.916
C 2.790 0.567 -2.450
C 4.146 0.510 -2.619
C 1.931 1.650 -2.916
C 2.282 2.853 -3.468
C 1.287 3.731 -3.939
C -0.045 3.307 -3.821
C -0.346 2.098 -3.240
N 0.638 1.303 -2.784
C 1.670 5.042 -4.586
C 2.356 4.696 -5.925
C 2.657 5.791 -3.673
C 0.452 5.928 -4.853
H 7.678 -2.056 -3.559
H 6.133 -1.806 -4.371
H 6.250 -2.903 -2.982
H 8.049 0.345 -3.155
H 6.837 1.366 -2.405
H 6.585 0.713 -4.045
H 8.073 -1.145 -1.209
H 6.640 -1.990 -0.643
H 6.809 -0.245 -0.370
H 4.590 -2.621 -1.429
H 2.201 -2.416 -1.152
H 4.652 1.356 -3.060
H 3.326 3.120 -3.555
H -0.857 3.919 -4.186
H -1.369 1.751 -3.146
H 3.255 4.094 -5.782
H 2.652 5.624 -6.412
H 1.679 4.164 -6.596
H 3.605 5.265 -3.555
H 2.231 5.979 -2.686
H 2.884 6.755 -4.126
H -0.227 5.489 -5.586
H 0.791 6.876 -5.265
H -0.101 6.151 -3.938
F -6.878 -7.211 3.198
C -6.228 -6.083 3.298
C -6.911 -4.896 3.031
C -6.228 -3.708 3.136
C -4.870 -3.720 3.517
C -4.201 -4.933 3.779
C -4.884 -6.121 3.670
Sb -3.877 -1.992 3.869
C -2.347 -2.103 5.211
C -2.480 -3.027 6.260
C -1.522 -3.059 7.252
C -0.443 -2.188 7.159
F 0.477 -2.224 8.092
C -0.293 -1.271 6.119
C -1.257 -1.222 5.137
C -4.752 -0.195 3.582
C -4.401 0.822 4.494
C -5.109 2.001 4.499
C -6.143 2.154 3.579
F -6.817 3.274 3.579
C -6.492 1.170 2.650
C -5.791 -0.010 2.648
H -7.959 -4.933 2.764
H -6.757 -2.781 2.960
H -3.156 -4.945 4.068
H -4.415 -7.076 3.870
H -3.324 -3.704 6.320
H -1.592 -3.740 8.089
H 0.568 -0.617 6.113
H -1.164 -0.505 4.331
H -3.601 0.679 5.210
H -4.892 2.799 5.197
H -7.305 1.359 1.962
H -6.037 -0.773 1.922
F -0.083 0.809 -0.411
Sb -2.718 -2.335 -0.327
F -2.054 -0.604 -0.984
F -2.269 -2.221 1.564
F -4.382 -1.629 0.162
F 0.289 -1.749 -0.869
F -0.739 -0.796 -3.077

***

No. 2
Here is C21H19I2N3O2SV as an isolated structure at a distorted geometry from the Open Molecules 2025 dataset. Energies are from ωB97M-V/def2-TZVPD.

The LUMO energy (spin up / spin down) comes out at -0.01612 / -0.01670 Eh. Its multiplicity is 4. As for the gap between HOMO and LUMO (spin up / spin down): 6.3284 / 7.4180 eV.

Positions of all 49 atoms, in Å:
V -0.132 0.264 0.222
I 0.160 -0.066 5.164
C 1.698 -0.069 3.731
C 3.034 0.005 4.102
C 4.026 0.013 3.146
I 6.040 0.010 3.807
C 3.724 0.008 1.770
C 4.642 0.010 0.699
C 4.157 -0.013 -0.592
C 2.784 0.026 -0.830
N 1.888 0.058 0.151
C 2.352 -0.001 1.422
C 1.321 -0.118 2.394
O 0.113 -0.245 1.947
H 3.289 0.045 5.149
H 5.705 0.034 0.887
H 4.839 -0.035 -1.430
H 2.392 0.052 -1.842
C -5.091 3.588 1.211
C -4.898 3.043 -0.202
N -4.313 1.715 -0.192
C -5.216 0.587 -0.220
C -5.531 0.163 -1.653
C -2.978 1.573 -0.167
S -2.329 -0.030 -0.268
N -2.283 2.695 -0.100
C -0.975 2.862 -0.148
O -0.094 1.952 -0.327
C -0.509 4.250 -0.022
C -1.408 5.316 0.008
C -0.938 6.610 0.071
C 0.428 6.852 0.113
C 1.326 5.795 0.121
C 0.861 4.498 0.054
H -5.557 4.570 1.174
H -4.128 3.678 1.705
H -5.726 2.925 1.793
H -4.231 3.698 -0.763
H -5.858 2.986 -0.719
H -6.135 0.873 0.296
H -4.756 -0.245 0.317
H -5.934 1.000 -2.216
H -6.256 -0.646 -1.661
H -4.625 -0.180 -2.141
H -2.467 5.112 -0.022
H -1.634 7.437 0.084
H 0.794 7.866 0.143
H 2.388 5.980 0.177
H 1.542 3.657 0.062

***

No. 3
Here is a 8-piece molecular cluster, C5H27N2O8 overall at a distorted geometry from the Open Molecules 2025 dataset. Energies are from ωB97M-V/def2-TZVPD.

The LUMO energy comes out at 0.11019 Eh. The relative energy (zero: lowest compared OMol25 entry of this formula, charge and spin) comes out at 94.5 kcal/mol. Its total charge is -1. As for the gap between HOMO and LUMO: 8.3406 eV.

Positions of all 42 atoms, in Å:
C 0.017 -0.452 -1.656
N 0.439 0.892 -1.163
C -0.130 2.095 -1.900
O -1.275 2.406 -1.321
C 0.110 -1.344 -0.428
C 0.668 -2.695 -0.747
N -1.232 -1.521 0.167
C -1.227 -1.986 1.590
H 0.636 -0.820 -2.466
H -0.941 -0.631 -2.188
H 0.116 0.950 -0.151
H 0.474 2.941 -1.666
H -0.222 1.843 -2.936
H 0.770 -0.800 0.456
H 0.281 -3.131 -1.651
H 1.765 -2.696 -0.830
H 0.391 -3.475 0.034
H -1.662 -0.704 0.028
H -0.879 -3.072 1.681
H -0.512 -1.312 2.210
H -2.271 -1.861 1.953
H -1.065 2.204 -0.038
H -1.563 2.905 1.317
O -1.077 2.060 1.094
H 3.417 0.406 -2.736
H 2.736 1.392 -1.988
O 3.594 1.321 -2.348
H 2.176 0.660 1.571
H 1.505 0.493 2.912
O 2.177 0.104 2.380
H 1.912 1.949 -0.407
H 0.945 2.198 0.803
O 1.768 2.403 0.473
H -2.524 0.519 -2.241
H -2.230 1.301 -3.276
O -2.883 0.613 -3.061
H 0.665 -2.693 2.516
H 1.733 -2.124 3.358
O 0.849 -2.574 3.454
H -2.281 1.147 1.786
H -2.311 0.482 3.058
O -2.860 0.607 2.355

***

No. 4
Here is a 2-piece molecular cluster, C5H8ClNO overall at a distorted geometry from the Open Molecules 2025 dataset. Energies are from ωB97M-V/def2-TZVPD.

The LUMO energy comes out at 0.02762 Eh. The relative energy (zero: lowest compared OMol25 entry of this formula, charge and spin) comes out at 74.7 kcal/mol. Its SMILES is CC(Cl)=C=N.CC=O. As for the gap between HOMO and LUMO: 9.2812 eV.

Positions of all 16 atoms, in Å:
C -0.678 -0.902 -2.026
C 1.433 1.787 1.440
C -0.891 -1.848 0.335
C 0.191 1.459 0.715
C -0.177 -1.468 -0.967
N -1.054 -0.400 -3.047
O -0.911 1.157 1.156
Cl 1.531 -1.668 -0.921
H 1.548 0.873 2.011
H 1.049 2.595 2.122
H 2.098 2.130 0.627
H -1.266 -0.871 0.670
H -0.222 -2.233 1.140
H -1.661 -2.569 0.114
H 0.204 1.368 -0.353
H -1.193 0.589 -3.016

***

No. 5
Here is C4H5NO2 as an isolated structure from the Open Molecules 2025 dataset. Energies are from ωB97M-V/def2-TZVPD.

The LUMO energy comes out at 0.03671 Eh. The relative energy (zero: lowest compared OMol25 entry of this formula, charge and spin) comes out at 39.7 kcal/mol. As for the gap between HOMO and LUMO: 11.0175 eV.

Positions of all 12 atoms, in Å:
O -1.451 0.267 -0.725
C -0.689 0.763 0.338
C -0.023 -0.599 0.599
C -0.709 -0.977 -0.727
N 1.411 -0.401 0.483
C 1.529 0.794 0.073
O 0.428 1.576 -0.069
H -1.276 1.348 1.049
H -0.320 -1.179 1.474
H -0.008 -1.011 -1.566
H -1.358 -1.857 -0.739
H 2.466 1.276 -0.188

***

No. 6
Here is C4H4HgO6 as an isolated structure at a distorted geometry from the Open Molecules 2025 dataset. Energies are from ωB97M-V/def2-TZVPD.

The LUMO energy (spin up / spin down) comes out at -0.07257 / -0.09818 Eh. The relative energy (zero: lowest compared OMol25 entry of this formula, charge and spin) comes out at 82.8 kcal/mol. Its multiplicity is 3. As for the gap between HOMO and LUMO (spin up / spin down): 6.3620 / 7.8255 eV.

Positions of all 15 atoms, in Å:
O -1.827 -0.497 1.109
C -1.891 0.655 0.466
O -1.289 1.650 0.857
O -1.899 0.400 -0.827
Hg 0.673 2.667 0.896
O 3.457 0.259 -0.612
C 2.588 1.047 -0.136
C -0.987 -1.489 0.469
O 2.893 2.025 0.587
O 1.351 0.869 -0.507
C -0.601 -0.878 -0.884
H -1.604 -2.386 0.354
H -0.136 -1.675 1.132
H -1.104 -1.365 -1.727
H 0.375 -1.282 -1.178

***

no.,E_tot (Ha)
1,-3824.91416
2,-3064.04060
3,-918.09053
4,-785.40894
5,-360.60616
6,-759.44313